A | # C3H9NOS

C3H9NOS in the gas phase (ωB97M-V/def2-TZVPD, the OMol25 dataset).

Atoms and positions in Å:
N1 1.3741 1.0589 -0.1357
C1 0.2224 0.1995 -0.2443
C2 0.5879 -1.2017 0.4132
O1 1.7522 -1.7549 -0.3004
C3 -1.2026 0.7137 0.0948
S1 -2.1125 -0.8609 -0.1329
H1 1.1484 1.2178 0.8302
H2 1.7063 1.9658 -0.7205
H3 0.1552 -0.1612 -1.2502
H4 0.7453 -0.7532 1.3855
H5 -0.3303 -1.9018 0.3105
H6 2.3192 -1.0686 -0.2203
H7 -1.2116 1.3919 1.2048
H8 -1.7449 1.4071 -0.7868
H9 -3.4092 -0.2523 -0.4480

Computed properties:
SMILES: N[C@@H](CO)CS

=====

B | # C3H9NOS

C3H9NOS in the gas phase (ωB97M-V/def2-TZVPD, the OMol25 dataset).

Atoms and positions in Å:
N1 0.4697 -0.8595 1.2635
C1 -0.1864 -0.2352 0.0587
C2 -0.7343 1.1090 0.5705
O1 -2.1366 0.9352 0.8165
C3 0.7877 -0.0023 -1.0658
S1 1.4595 -1.6565 -1.5577
H1 -0.2088 -1.2913 1.8697
H2 0.9752 -1.6756 0.9245
H3 -1.0078 -0.9085 -0.1693
H4 -0.1971 1.4561 1.4454
H5 -0.5684 1.8665 -0.2093
H6 -2.3238 1.5267 1.5408
H7 0.3961 0.5038 -1.9395
H8 1.6048 0.6319 -0.7117
H9 1.6704 -1.4003 -2.8365

Computed properties:
SMILES: N[C@@H](CO)CS

=====

Among the structures above, stability is smallest for A.